Arrangement i

Computed, not measured: a 12-piece molecular cluster, C48H120O24 overall, with the ωB97M-V functional and the def2-TZVPD basis.

Last column: Mulliken charge in e.
Cartesian coordinates (Å):
C  7.3153  6.7852  7.0811  -0.6033
O  6.3301  7.7643  6.9288  -0.3522
C  5.0837  7.2321  6.3916  -0.6902
C  4.8628  7.8510  5.0569  -0.3394
O  5.8725  7.3281  4.2273  -0.3024
C  5.8691  7.9284  2.8446  -0.6728
H  8.2477  7.2345  7.4228  0.2398
H  7.4977  6.3257  6.1097  0.2424
H  6.8658  6.0382  7.7354  0.2906
H  4.3468  7.5430  7.1322  0.3126
H  5.1543  6.1466  6.3219  0.4131
H  5.0290  8.9059  5.2753  0.3093
H  3.8407  7.6435  4.7402  0.3623
H  6.0807  8.9774  3.0518  0.2991
H  4.8351  7.8041  2.5231  0.2487
H  6.5708  7.5692  2.0918  0.2435
C  2.4640  2.1165  1.0039  -0.7220
O  2.3299  0.8558  0.2180  -0.3162
C  0.9708  0.5210  0.0090  -0.4710
C  0.8494  -0.7714  -0.7928  -0.3708
O  -0.4968  -0.9729  -1.2426  -0.3288
C  -0.7455  -2.1885  -1.9474  -0.6935
H  3.5080  2.4177  1.0901  0.2479
H  2.0276  1.9662  1.9914  0.3059
H  1.9244  2.9338  0.5254  0.3013
H  0.5586  1.4042  -0.4790  0.3508
H  0.3462  0.4588  0.9001  0.3129
H  1.1086  -1.4936  -0.0185  0.2347
H  1.5083  -0.8591  -1.6566  0.3326
H  -0.3482  -2.0816  -2.9568  0.2959
H  -1.8224  -2.3568  -1.9467  0.2524
H  -0.2577  -3.0937  -1.5858  0.2682
C  6.6006  -0.0964  10.7276  -0.5920
O  6.4906  -1.5409  10.5977  -0.3964
C  5.6020  -2.0085  9.5659  -0.5656
C  6.0783  -1.7904  8.1697  -0.4792
O  5.7238  -0.5101  7.7328  -0.2637
C  5.9214  -0.1668  6.3898  -0.7693
H  5.5729  0.2667  10.7406  0.2843
H  6.9974  0.3054  9.7953  0.2118
H  7.1986  0.3132  11.5417  0.2692
H  4.6116  -1.5636  9.6616  0.3392
H  5.5686  -3.0727  9.7996  0.3111
H  5.6357  -2.5544  7.5306  0.4656
H  7.1565  -1.9307  8.0922  0.3430
H  6.8569  -0.5121  5.9498  0.3172
H  5.8856  0.9181  6.2916  0.2286
H  5.2119  -0.7196  5.7741  0.2960
C  6.7772  -3.8527  -2.6852  -0.7017
O  5.5959  -4.7149  -2.5528  -0.2680
C  5.8357  -6.1080  -2.8978  -0.4620
C  4.5029  -6.8427  -2.7186  -0.6046
O  4.2614  -7.2757  -1.3711  -0.4046
C  3.8190  -6.3112  -0.4671  -0.5602
H  6.5533  -2.8485  -2.3253  0.2271
H  7.0948  -3.7813  -3.7254  0.2875
H  7.5861  -4.3170  -2.1211  0.2790
H  6.6638  -6.3857  -2.2457  0.3542
H  6.2287  -6.0454  -3.9126  0.4226
H  4.3949  -7.6433  -3.4503  0.3582
H  3.6207  -6.2468  -2.9526  0.3395
H  4.4795  -5.4551  -0.3294  0.2373
H  3.7329  -6.8397  0.4823  0.2476
H  2.8221  -6.0064  -0.7858  0.2476
C  -1.3867  -1.6771  7.3020  -0.7438
O  -1.4047  -0.8935  8.4546  -0.3054
C  -2.6663  -0.0927  8.6885  -0.5062
C  -2.4836  0.8418  9.8767  -0.5652
O  -1.8425  2.1024  9.6076  -0.3698
C  -0.5854  1.9565  8.9885  -0.6177
H  -1.6034  -1.0951  6.4063  0.3107
H  -2.0378  -2.5507  7.2715  0.3005
H  -0.3798  -2.0885  7.2309  0.2411
H  -3.4357  -0.8417  8.8759  0.4585
H  -3.0187  0.4059  7.7855  0.3258
H  -1.8942  0.3808  10.6693  0.3462
H  -3.4001  1.0161  10.4403  0.3608
H  -0.5544  1.3223  8.1025  0.2257
H  0.1175  1.5027  9.6871  0.2915
H  -0.2113  2.9624  8.7980  0.2464
C  6.8161  3.3901  -2.7915  -0.4966
O  7.6455  4.2061  -3.6255  -0.4012
C  8.6816  3.3807  -4.3695  -0.4908
C  9.9626  3.0418  -3.5321  -0.4900
O  9.9684  1.6497  -3.1496  -0.3365
C  10.4916  1.4924  -1.7961  -0.7147
H  7.4901  2.9688  -2.0456  0.1751
H  6.3001  2.6762  -3.4335  0.2857
H  6.0872  4.0795  -2.3654  0.2227
H  8.8833  4.0639  -5.1946  0.3061
H  8.3155  2.4491  -4.8009  0.3134
H  9.7992  3.7265  -2.6999  0.3605
H  10.8878  3.2093  -4.0835  0.4095
H  11.5245  1.8397  -1.7722  0.3068
H  10.5762  0.4376  -1.5350  0.2731
H  9.8263  1.8053  -0.9914  0.2769
C  -6.7597  6.0550  9.3723  -0.7122
O  -6.6496  6.1981  7.9820  -0.3840
C  -5.9542  5.2149  7.2998  -0.2289
C  -6.2038  4.9635  5.7168  -0.4508
O  -5.3680  3.9110  5.3543  -0.3194
C  -4.0442  4.4307  4.9685  -0.6914
H  -7.0313  5.0371  9.6519  0.3235
H  -7.5939  6.6301  9.7743  0.2640
H  -5.8881  6.3598  9.9515  0.2873
H  -6.1683  4.2537  7.7672  0.2824
H  -4.8965  5.4706  7.3629  0.1744
H  -6.0859  5.8797  5.1382  0.3074
H  -7.2239  4.6058  5.5772  0.3112
H  -4.1533  4.9779  4.0321  0.3024
H  -3.4576  3.5460  4.7209  0.2367
H  -3.6437  5.1021  5.7280  0.2976
C  -5.4939  -2.5365  -9.9846  -0.6840
O  -5.8432  -1.5914  -11.0755  -0.3004
C  -6.9371  -2.0302  -11.9642  -0.3782
C  -7.2971  -0.8019  -12.7670  -0.5695
O  -6.4641  -0.5086  -13.9932  -0.3188
C  -7.0642  -0.0502  -15.1654  -0.6972
H  -4.8116  -2.0657  -9.2768  0.2405
H  -5.0401  -3.4331  -10.4068  0.2663
H  -6.4065  -2.8152  -9.4576  0.2975
H  -7.8828  -2.3352  -11.5162  0.3455
H  -6.5483  -2.7856  -12.6470  0.2865
H  -7.1661  -0.0149  -12.0243  0.2952
H  -8.3393  -0.8344  -13.0847  0.4030
H  -7.8030  -0.7115  -15.6181  0.2814
H  -6.2120  0.0294  -15.8403  0.2213
H  -7.5524  0.8626  -14.8239  0.3104
C  0.5024  -4.4333  -10.4499  -0.6785
O  -0.5393  -5.4691  -10.6652  -0.3485
C  -0.0427  -6.5633  -11.5056  -0.5353
C  -1.1108  -7.2304  -12.4648  -0.5121
O  -1.2195  -6.5905  -13.7114  -0.4176
C  -1.4882  -5.1833  -13.7428  -0.5475
H  1.3916  -4.8124  -9.9463  0.2840
H  0.0325  -3.6283  -9.8848  0.2486
H  0.7225  -4.0025  -11.4266  0.2932
H  0.5262  -7.2378  -10.8655  0.5130
H  0.7330  -6.2130  -12.1865  0.3491
H  -2.0641  -7.3245  -11.9448  0.3059
H  -0.8074  -8.2620  -12.6434  0.3242
H  -1.9118  -4.9487  -12.7663  0.2598
H  -2.0174  -4.7461  -14.5895  0.2764
H  -0.5346  -4.6633  -13.8337  0.1855
C  -7.5787  -1.1014  2.2270  -0.7179
O  -8.9968  -1.3768  2.4567  -0.3290
C  -9.3622  -0.8626  3.6972  -0.5166
C  -10.6629  -1.5279  4.1895  -0.5604
O  -10.5224  -2.8739  4.6090  -0.3060
C  -11.6453  -3.3638  5.3571  -0.7216
H  -7.4885  -0.0385  2.0031  0.2821
H  -7.1627  -1.7259  1.4365  0.2771
H  -6.9670  -1.4216  3.0704  0.3155
H  -9.5844  0.1982  3.5817  0.3584
H  -8.6195  -0.9006  4.4941  0.3779
H  -11.2882  -1.3730  3.3102  0.2965
H  -11.1981  -0.9594  4.9501  0.3957
H  -11.7607  -2.7818  6.2715  0.2983
H  -11.5016  -4.4334  5.5104  0.2413
H  -12.5454  -3.2759  4.7487  0.3096
C  -3.0268  -12.4347  -9.6698  -0.7414
O  -3.3800  -11.5111  -8.6082  -0.3290
C  -3.2191  -11.9724  -7.3303  -0.5086
C  -1.7637  -11.9877  -6.8248  -0.5517
O  -0.8783  -10.9897  -7.0727  -0.3077
C  -1.2552  -9.7163  -6.4307  -0.7100
H  -3.5860  -13.3289  -9.3947  0.3240
H  -1.9754  -12.6656  -9.8410  0.2743
H  -3.4348  -12.2257  -10.6587  0.2841
H  -3.6700  -12.9624  -7.2615  0.3858
H  -3.7432  -11.2656  -6.6870  0.3169
H  -1.3409  -12.8466  -7.3460  0.3118
H  -1.6977  -12.2486  -5.7685  0.4066
H  -0.6201  -8.9697  -6.9075  0.2415
H  -0.9146  -9.7451  -5.3957  0.3086
H  -2.2836  -9.3661  -6.5199  0.2952
C  -0.4982  9.7455  2.1135  -0.7965
O  -0.2201  10.4185  3.3657  -0.2576
C  -0.9667  11.6125  3.4658  -0.4717
C  -0.8688  12.0244  4.9711  -0.5485
O  0.4626  11.9993  5.3763  -0.2635
C  0.6529  12.2509  6.7436  -0.8219
H  -1.5176  9.3638  2.0576  0.3042
H  0.2147  8.9422  1.9277  0.2553
H  -0.3409  10.3490  1.2195  0.3220
H  -1.9912  11.4422  3.1347  0.3721
H  -0.4840  12.4142  2.9068  0.2864
H  -1.5125  11.4101  5.6008  0.3478
H  -1.2093  13.0554  5.0660  0.3497
H  1.7392  12.2250  6.8294  0.2818
H  0.2625  11.5543  7.4855  0.3113
H  0.4846  13.2778  7.0678  0.3284

Output
* total charge: 0
* frontier orbital gap: 9.51 eV
* SMILES: COCCOC.COCCOC.COCCOC.COCCOC.COCCOC.COCCOC.COCCOC.COCCOC.COCCOC.COCCOC.COCCOC.COCCOC
* molar mass: 1081.46 u
* LUMO energy: 0.0055 hartree

Arrangement ii

Computed, not measured: a 12-piece molecular cluster, C48H120O24 overall, with the ωB97M-V functional and the def2-TZVPD basis.

Last column: Mulliken charge in e.
Cartesian coordinates (Å):
C  -4.5247  -4.8285  -2.5168  -0.7528
O  -4.2616  -3.3668  -2.4442  -0.4342
C  -2.8846  -3.0644  -2.5146  -0.8690
C  -2.2237  -3.0929  -3.9276  0.3897
O  -2.2165  -4.3859  -4.5515  -0.4574
C  -1.7050  -4.4348  -5.8337  -0.5738
H  -5.4693  -4.9575  -3.0451  0.2974
H  -4.6811  -5.2818  -1.5380  0.2693
H  -3.7280  -5.3923  -3.0020  0.2826
H  -2.3984  -3.6630  -1.7442  0.5468
H  -2.7146  -2.1361  -1.9691  0.3254
H  -1.2649  -2.5744  -3.9267  0.1227
H  -2.7060  -2.4441  -4.6587  0.0308
H  -1.5249  -5.4083  -6.2898  0.2452
H  -0.7298  -3.9532  -5.9056  0.1455
H  -2.4335  -4.0507  -6.5478  0.3333
C  3.2678  0.7488  5.6078  -0.7444
O  2.3352  1.5002  6.3312  -0.2314
C  1.3165  0.8749  7.0555  -0.5249
C  0.0996  1.7585  7.2974  0.1620
O  0.3604  2.9793  7.7600  -0.3635
C  -0.7375  3.8161  7.9983  -0.4529
H  3.8093  0.1226  6.3169  0.3809
H  3.8903  1.4487  5.0506  0.2138
H  2.8351  0.0660  4.8766  0.2130
H  1.7532  0.4136  7.9413  0.4955
H  0.9412  0.0699  6.4236  0.1036
H  -0.4651  1.1696  8.0202  0.5156
H  -0.3442  1.8021  6.3028  -0.2812
H  -0.3871  4.7011  8.5294  0.0503
H  -1.3310  3.1771  8.6521  0.4450
H  -1.2368  4.2215  7.1182  0.0387
C  -1.3936  -0.9198  -8.6730  -0.5296
O  -0.0851  -0.3601  -8.2816  -0.4494
C  0.3990  -0.9541  -7.1633  0.2839
C  1.7136  -0.2365  -6.6822  -0.7289
O  2.3599  -1.1011  -5.8196  -0.0305
C  3.4974  -0.5843  -5.1477  -0.8286
H  -1.5911  -0.6194  -9.7020  0.3195
H  -2.2066  -0.6953  -7.9824  0.0312
H  -1.4078  -2.0084  -8.7257  0.3042
H  0.5314  -2.0080  -7.4079  0.1526
H  -0.3716  -1.0023  -6.3939  -0.0514
H  1.2922  0.7136  -6.3540  0.3498
H  2.3605  -0.0276  -7.5343  0.3485
H  3.7358  -1.1855  -4.2702  0.1003
H  3.3564  0.4694  -4.9071  0.3879
H  4.2995  -0.5494  -5.8849  0.3454
C  1.1962  3.0916  3.6847  0.5536
O  1.1705  4.2563  4.5615  -0.6109
C  -0.1011  4.9099  4.4053  1.6250
C  -0.0710  6.2747  5.1081  -0.5404
O  0.5192  6.1565  6.3896  -0.1886
C  0.4379  7.2540  7.2787  -0.9661
H  2.2532  2.8528  3.5669  0.3361
H  0.8903  3.2834  2.6562  -0.0573
H  0.8242  2.1273  4.0309  -0.5857
H  -0.8387  4.2478  4.8587  -0.2281
H  -0.4966  4.9834  3.3922  -0.7130
H  -1.1227  6.5103  5.2708  0.1864
H  0.3604  7.0559  4.4822  0.1125
H  -0.5708  7.6549  7.3784  0.3552
H  1.1985  7.9610  6.9474  0.3156
H  0.7460  6.9414  8.2764  0.2736
C  1.3062  0.6865  1.4592  -0.3134
O  0.1794  1.5015  1.3002  0.9427
C  -0.8461  1.1206  0.4075  -0.7086
C  -0.4708  0.7382  -0.9751  -0.2263
O  0.4271  -0.4014  -0.9862  0.2334
C  1.0279  -0.8260  -2.2406  -0.3806
H  0.8899  -0.2472  1.8373  -0.0674
H  1.9804  0.9163  2.2844  0.1494
H  2.0214  0.5601  0.6465  -0.2475
H  -1.6436  1.8630  0.4392  -0.0764
H  -1.4693  0.3887  0.9212  0.2472
H  0.1401  1.5794  -1.3025  0.3895
H  -1.3723  0.4888  -1.5347  0.0662
H  1.9629  -0.2704  -2.3124  0.1633
H  0.3233  -0.5870  -3.0371  -0.1431
H  1.3013  -1.8726  -2.3745  0.0334
C  -3.8191  2.3439  4.4194  -0.6337
O  -2.7575  1.4749  4.9095  -0.2200
C  -2.5821  0.3238  4.1341  -0.5660
C  -1.1803  -0.2911  4.2037  1.5549
O  -1.0891  -1.1422  5.3573  -0.3669
C  -2.0160  -2.2200  5.4862  -0.8767
H  -4.7048  1.7852  4.1169  0.3720
H  -3.3719  2.8879  3.5875  0.0933
H  -4.1315  2.9737  5.2524  0.2437
H  -2.6294  0.5782  3.0753  0.4972
H  -3.3328  -0.4311  4.3681  0.2789
H  -0.4327  0.5019  4.2184  -0.8467
H  -1.0507  -0.8986  3.3080  -0.5554
H  -3.0203  -1.9591  5.8200  0.3571
H  -1.6891  -2.9945  6.1800  0.1811
H  -2.2785  -2.5284  4.4743  0.4367
C  1.3760  -5.4178  -3.0922  -0.6616
O  2.6859  -5.1751  -3.4359  -0.3270
C  2.8707  -4.4705  -4.6265  0.0159
C  2.8557  -5.2332  -5.9541  -0.9930
O  1.5563  -5.7378  -6.2701  -0.1058
C  1.5587  -6.7085  -7.2518  -0.8826
H  1.1810  -6.0212  -2.2057  0.3918
H  0.9408  -6.0443  -3.8707  0.2651
H  0.7788  -4.5162  -2.9559  0.1294
H  3.8741  -4.0478  -4.5756  0.3173
H  2.1576  -3.6526  -4.7297  0.0130
H  3.5170  -6.0895  -5.8220  0.4736
H  3.2578  -4.7421  -6.8403  0.4568
H  0.5492  -6.8121  -7.6497  0.2093
H  1.9146  -7.6997  -6.9708  0.3253
H  2.2656  -6.4615  -8.0439  0.3381
C  -5.4994  -0.8977  -4.1516  -0.1806
O  -6.1961  -0.7186  -5.4181  -0.4015
C  -5.3713  -0.0881  -6.4661  -0.5423
C  -4.3151  0.8873  -6.0544  -0.8225
O  -3.2152  0.2381  -5.4131  0.0509
C  -2.5538  0.9673  -4.3848  -0.4910
H  -6.0781  -1.5002  -3.4516  0.3187
H  -5.3319  0.0784  -3.6963  0.2493
H  -4.5281  -1.3816  -4.2536  -0.1435
H  -5.9693  0.5081  -7.1554  0.4271
H  -4.8029  -0.7485  -7.1210  0.1823
H  -4.8497  1.6192  -5.4489  0.5011
H  -3.9393  1.5433  -6.8396  0.5035
H  -3.2675  1.0205  -3.5628  0.3729
H  -2.2028  1.9571  -4.6767  0.4517
H  -1.7228  0.3645  -4.0184  -0.3949
C  -0.2198  8.7492  2.2903  -0.9554
O  -0.9680  7.5292  2.1112  0.0316
C  -2.2595  7.6109  2.7338  -0.7230
C  -3.0198  6.3257  2.3954  -0.0534
O  -2.9000  6.0573  1.0015  -0.4903
C  -2.0701  4.9984  0.5849  -0.3410
H  -0.7833  9.6705  2.4380  0.4489
H  0.4935  9.0096  1.5083  0.1900
H  0.2947  8.6626  3.2473  0.2651
H  -2.7340  8.4803  2.2788  0.6470
H  -2.2279  7.6177  3.8233  0.2599
H  -4.0297  6.4996  2.7668  0.4658
H  -2.6753  5.5096  3.0305  -0.2338
H  -1.2200  4.8815  1.2572  -0.1990
H  -1.6669  5.1727  -0.4126  0.4216
H  -2.4979  3.9962  0.6107  0.2871
C  3.7561  2.7827  -0.8455  -0.5412
O  3.2068  4.1426  -0.7752  -0.4507
C  2.1664  4.1964  0.2189  0.6320
C  1.8666  5.6986  0.2871  -0.3453
O  1.5342  6.1932  -1.0172  -0.3654
C  1.3630  7.6211  -1.1850  -0.8278
H  4.5344  2.7473  -1.6078  0.3684
H  3.1260  1.8999  -0.9535  -0.0941
H  4.1226  2.4691  0.1320  0.3616
H  2.5145  3.8329  1.1857  0.2926
H  1.2173  3.7707  -0.1067  -0.2690
H  2.6786  6.2523  0.7584  0.5149
H  0.9975  6.0131  0.8649  -0.1228
H  2.0839  8.2031  -0.6108  0.3527
H  0.3451  7.9310  -0.9486  0.2347
H  1.6178  7.9031  -2.2066  0.2855
C  3.1827  -3.2426  0.6813  -0.2257
O  4.3224  -4.1392  0.3223  -0.4543
C  5.1007  -3.7306  -0.7555  0.1474
C  5.7020  -4.8513  -1.7836  -0.4072
O  6.6839  -5.7200  -1.2252  -0.4179
C  6.0897  -6.6915  -0.4242  -0.6724
H  2.8630  -3.7555  1.5884  0.1302
H  2.3637  -3.3953  -0.0216  -0.0496
H  3.3984  -2.1884  0.8551  0.4158
H  5.8054  -2.9454  -0.4819  0.2804
H  4.2905  -3.3661  -1.3871  -0.0604
H  6.1050  -4.3629  -2.6708  0.3783
H  4.9221  -5.4819  -2.2104  0.2212
H  5.4491  -6.2298  0.3271  0.2531
H  6.8783  -7.3238  -0.0162  0.2692
H  5.3086  -7.2754  -0.9111  0.2750
C  -1.8095  -6.1489  6.1056  -0.8529
O  -1.4484  -5.1403  5.1082  -0.2908
C  -0.1949  -5.4255  4.4479  -0.8481
C  0.2008  -4.5577  3.2871  -0.0928
O  -0.9178  -4.3531  2.2850  -0.4906
C  -0.4717  -3.5996  1.1595  0.1701
H  -2.2577  -5.6994  6.9918  0.2751
H  -0.9413  -6.6855  6.4883  0.3738
H  -2.4950  -6.9164  5.7465  0.2953
H  -0.4261  -6.4444  4.1373  0.4620
H  0.6584  -5.4653  5.1249  0.3259
H  1.0302  -5.0342  2.7644  0.3518
H  0.4599  -3.5849  3.7050  0.2078
H  0.4412  -3.9634  0.6879  0.2590
H  -0.3270  -2.5724  1.4942  -0.1427
H  -1.3076  -3.5270  0.4638  0.0145

Output
* total charge: 0
* frontier orbital gap: 9.31 eV
* SMILES: COCCOC.COCCOC.COCCOC.COCCOC.COCCOC.COCCOC.COCCOC.COCCOC.COCCOC.COCCOC.COCCOC.COCCOC
* molar mass: 1081.46 u
* LUMO energy: 0.0134 hartree

It turns out arrangement i is the most stable, with the second structure 0.0046 hartree higher.